Record 1
DFT (ωB97M-V with the def2-TZVPD basis set) results for a single C5H8O2 molecule.

Calculated values
energy relative to the best compared isomer or geometry (same formula, charge and spin) = 232.5 kJ/mol
HOMO level = -10.2 eV
Kohn-Sham gap = 10.989 eV
electronic energy = -9407.4221 eV
charge = 0
multiplicity = 1

Geometry as XYZ:
```
15
Properties=species:S:1:pos:R:3:nbo_charge:R:1
C -0.21 2.35 0.73 -0.247
C 0.07 1.29 0.23 -0.039
C 0.27 -0.08 -0.28 0.138
C 1.65 -0.63 0.07 -0.604
O 0.22 -0.11 -1.70 -0.690
C -0.88 -0.92 0.35 -0.066
O -2.07 -0.78 -0.39 -0.708
H -0.43 3.29 1.19 0.243
H 1.78 -1.58 -0.45 0.226
H 1.78 -0.77 1.14 0.215
H 2.41 0.07 -0.30 0.228
H -0.60 0.32 -1.98 0.476
H -1.01 -0.59 1.39 0.174
H -0.64 -1.99 0.36 0.188
H -2.34 0.14 -0.36 0.466
```

---

Record 2
DFT (ωB97M-V with the def2-TZVPD basis set) results for a single C5H8O2 molecule.

Calculated values
energy relative to the best compared isomer or geometry (same formula, charge and spin) = 218.2 kJ/mol
HOMO level = -10.1 eV
Kohn-Sham gap = 11.014 eV
electronic energy = -9407.5710 eV
charge = 0
multiplicity = 1

Geometry as XYZ:
```
15
Properties=species:S:1:pos:R:3:nbo_charge:R:1
O -2.31 0.46 1.10 -0.697
C -1.17 -0.28 0.74 0.112
C 0.23 0.33 1.04 -0.461
C 0.63 0.04 -0.40 0.205
C 1.94 -0.30 -0.95 -0.102
O 1.35 0.98 -1.17 -0.485
C -0.79 -0.40 -0.76 -0.460
H -2.16 1.39 0.82 0.462
H -1.30 -1.24 1.22 0.179
H 0.15 1.40 1.19 0.217
H 0.81 -0.09 1.87 0.221
H 2.82 -0.28 -0.30 0.182
H 2.03 -0.94 -1.83 0.183
H -1.32 0.33 -1.38 0.226
H -0.90 -1.40 -1.20 0.220
```

---

Record 3
DFT (ωB97M-V with the def2-TZVPD basis set) results for a single C5H8O2 molecule.

Calculated values
energy relative to the best compared isomer or geometry (same formula, charge and spin) = 102.9 kJ/mol
HOMO level = -8.6 eV
Kohn-Sham gap = 9.437 eV
electronic energy = -9408.7655 eV
charge = 0
multiplicity = 1

Geometry as XYZ:
```
15
Properties=species:S:1:pos:R:3:nbo_charge:R:1
C -2.07 0.66 0.50 -0.633
C -1.35 -0.13 -0.55 -0.256
C -0.06 -0.49 -0.56 0.298
O 0.43 -1.25 -1.59 -0.701
C 0.92 -0.25 0.56 -0.582
C 2.29 0.19 0.14 0.461
O 2.72 0.14 -1.00 -0.543
H -2.82 0.06 1.02 0.215
H -2.59 1.50 0.03 0.218
H -1.40 1.08 1.25 0.199
H -1.93 -0.46 -1.41 0.214
H 1.32 -0.92 -1.78 0.498
H 0.54 0.48 1.29 0.241
H 1.07 -1.18 1.13 0.252
H 2.95 0.56 0.96 0.120
```